Record 1
{"formula": "C38H53F7GeILuN3O3SSbSi3", "method": "wB97M-V/def2-TZVPD", "species": ["Lu", "O", "S", "O", "N", "C", "C", "C", "C", "C", "C", "C", "C", "N", "C", "C", "C", "C", "C", "C", "C", "H", "H", "H", "H", "H", "H", "H", "H", "H", "H", "H", "F", "Sb", "F", "F", "F", "F", "F", "I", "C", "C", "C", "C", "C", "N", "H", "H", "H", "H", "F", "C", "Si", "C", "C", "Ge", "Si", "C", "C", "C", "Si", "C", "C", "C", "H", "H", "H", "H", "H", "H", "H", "H", "H", "H", "H", "H", "H", "H", "H", "H", "H", "H", "H", "H", "H", "H", "H", "H", "H", "H", "H", "C", "O", "C", "C", "H", "H", "H", "H", "H", "H", "C", "C", "C", "C", "C", "C", "H", "H", "H", "H", "H"], "xyz": [[10.64679, 14.21903, 13.67958], [13.18960, 10.29023, 11.11508], [12.56126, 10.81638, 12.31081], [13.43195, 11.21956, 13.40929], [11.57018, 12.01926, 12.04066], [10.76828, 12.05633, 10.88849], [10.25651, 10.94214, 10.22391], [9.44306, 11.00743, 9.07665], [9.12129, 12.22959, 8.53575], [9.63222, 13.38957, 9.15057], [9.27351, 14.66660, 8.63984], [9.66907, 15.77456, 9.29368], [10.43695, 15.62401, 10.49386], [10.73432, 14.46400, 11.00266], [10.37596, 13.33502, 10.35019], [11.60013, 9.43290, 12.85138], [12.16511, 8.18128, 12.85694], [11.39894, 7.07067, 13.14146], [10.06506, 7.24596, 13.46868], [9.48375, 8.51252, 13.47967], [10.23863, 9.63203, 13.21535], [10.54670, 9.96217, 10.57607], [9.10854, 10.06536, 8.64252], [8.59384, 12.32201, 7.60244], [8.63690, 14.66620, 7.75367], [9.39005, 16.78816, 9.06293], [10.69379, 16.48766, 11.05770], [13.20618, 8.07277, 12.61660], [11.82430, 6.07214, 13.14770], [9.45217, 6.37021, 13.69148], [8.42774, 8.65744, 13.69234], [9.84351, 10.64904, 13.24393], [8.86785, 16.22712, 12.42290], [7.55526, 17.63451, 12.49147], [8.37783, 18.53357, 13.97930], [8.74164, 18.63092, 11.28703], [6.32172, 19.07576, 12.32486], [6.62976, 16.72875, 11.04389], [6.53502, 16.68891, 13.74348], [14.30888, 14.65975, 11.66647], [13.11865, 16.33327, 12.08892], [13.42110, 17.53879, 11.52655], [12.70873, 18.69703, 11.83782], [11.65236, 18.57308, 12.72095], [11.38268, 17.32197, 13.21862], [12.07322, 16.17295, 12.92195], [14.20624, 17.57509, 10.73302], [13.02237, 19.63904, 11.37208], [11.04524, 19.42176, 12.99335], [10.56121, 17.13856, 13.85691], [9.68056, 15.66922, 14.75771], [13.06834, 17.26226, 19.45755], [12.75058, 16.83341, 17.57772], [11.93580, 18.23619, 16.59302], [14.50968, 16.78384, 16.82901], [11.62924, 14.74929, 17.37577], [9.34672, 15.32554, 17.78616], [8.04006, 14.23314, 17.09508], [9.09517, 15.28609, 19.73937], [8.88454, 17.17106, 17.54117], [12.13832, 13.27739, 19.19305], [10.68166, 12.09754, 19.57084], [12.71742, 13.91594, 20.91857], [13.62968, 12.20926, 18.72603], [13.24650, 18.30897, 19.62835], [13.86809, 16.67050, 19.88820], [12.17755, 17.07857, 20.02914], [11.58724, 19.02607, 17.26056], [11.01664, 17.88976, 16.05643], [12.58649, 18.64446, 15.81715], [15.07284, 17.64758, 17.07153], [14.46049, 16.63140, 15.74990], [15.01374, 15.92187, 17.19205], [8.30578, 13.22844, 17.44719], [8.12429, 14.18073, 16.01228], [7.03867, 14.56639, 17.39806], [9.08138, 14.29288, 20.21441], [8.21017, 15.83085, 20.04781], [9.95602, 15.78854, 20.22670], [8.99465, 17.52276, 16.50496], [9.58187, 17.78122, 18.13249], [7.81671, 17.33914, 17.83695], [10.22590, 12.35522, 20.52316], [10.95140, 11.05078, 19.55358], [9.90503, 12.36998, 18.84597], [12.06985, 14.71000, 21.27517], [13.72367, 14.31613, 20.90325], [12.74085, 13.08621, 21.63915], [13.49328, 11.66691, 17.75649], [13.87839, 11.43448, 19.45811], [14.52196, 12.81908, 18.58285], [11.43648, 11.68705, 15.90547], [11.22437, 12.90789, 15.23314], [12.07037, 14.07560, 15.59151], [13.50133, 13.80064, 15.22717], [11.38965, 11.87858, 16.98426], [12.38095, 11.19935, 15.70028], [10.60752, 11.01931, 15.60578], [13.61550, 13.37549, 14.24572], [14.05697, 13.12972, 15.86615], [14.00710, 14.72167, 15.20668], [6.13923, 11.49768, 13.22357], [6.54670, 12.37762, 12.23749], [7.73620, 13.10032, 12.39176], [8.57958, 12.94911, 13.47429], [8.13546, 12.03557, 14.45740], [6.95702, 11.35238, 14.34013], [5.19589, 10.91896, 13.10896], [6.00831, 12.47970, 11.30167], [8.02045, 13.80020, 11.58854], [8.73254, 11.95160, 15.37920], [6.62426, 10.71201, 15.15565]], "forces_ev_per_angstrom": [[-0.4, 0.4, -0.9], [0.3, 0.2, -0.1], [0.1, 0.9, 0.2], [-0.3, -0.5, -0.5], [-0.5, 0.6, -0.4], [-0.1, -0.4, 0.1], [0.4, -0.1, 0.1], [0.2, 0.4, 0.2], [0.7, -0.7, 0.1], [-0.5, 0.3, 0.1], [-0.2, -0.7, -0.2], [0.8, 0.6, 1.1], [-0.9, -0.6, -1.2], [0.3, 0.1, 0.8], [0.1, -0.8, -0.2], [-1.6, 0.6, 0.8], [0.3, -0.2, -0.2], [-0.4, -0.2, 0.5], [-0.5, -0.4, -0.1], [-0.4, 0.0, 0.3], [1.6, 0.0, -0.6], [-0.1, 0.0, 0.0], [0.0, 0.3, 0.0], [-0.3, 0.0, -0.1], [0.1, 0.3, 0.2], [-0.2, 0.1, -0.4], [0.1, 0.5, 0.1], [0.3, 0.0, -0.2], [0.1, 0.1, 0.0], [0.1, 0.2, -0.1], [0.1, -0.2, 0.1], [-0.1, -0.3, -0.1], [-0.6, 0.6, -0.1], [0.5, 0.1, -0.8], [0.0, -0.3, -0.7], [-0.6, -0.7, 0.6], [0.1, -0.3, 0.1], [0.6, 0.6, 0.7], [-0.2, 0.0, 0.0], [-0.2, 0.1, -0.1], [-0.9, -0.8, 0.9], [1.3, 1.1, -1.7], [0.3, -0.4, -0.2], [0.6, 0.5, -0.4], [0.7, -1.4, -0.2], [0.4, 1.7, -0.2], [-0.6, 0.0, 1.0], [-0.4, -0.3, 0.2], [-0.2, -0.1, 0.1], [-0.8, 0.1, 0.7], [0.1, -0.2, 0.3], [-0.6, -0.1, -1.1], [1.1, 0.4, 0.2], [-1.2, -0.4, -0.2], [-1.4, -0.8, -0.4], [-0.1, 0.3, -0.2], [-0.6, 1.4, 1.1], [0.3, -0.5, -0.3], [1.2, -0.4, -0.1], [0.0, -0.1, -0.5], [0.8, -0.6, 1.0], [-0.2, 1.2, -0.3], [-0.3, -0.1, -0.4], [0.0, -0.7, -1.1], [0.5, 0.6, -0.1], [0.2, -0.1, 0.0], [-0.6, -0.4, 0.4], [0.1, 0.2, -0.1], [0.8, 0.1, 0.5], [0.2, 0.0, 0.2], [0.6, 1.0, 0.2], [0.0, 0.3, -0.1], [0.7, -0.8, 0.5], [-0.6, -0.1, 0.1], [-0.2, 0.2, -0.1], [0.2, -0.3, 0.0], [-0.2, 0.1, -0.3], [-0.3, 0.1, -0.1], [-0.3, 0.0, -0.2], [-0.2, -0.3, 0.2], [-0.4, 0.0, 0.2], [0.9, -0.1, 0.0], [0.1, -0.1, 0.3], [-0.1, -0.3, -0.2], [0.0, -0.6, -0.1], [-0.2, 0.1, 0.3], [0.3, 0.2, -0.2], [-0.3, 0.1, -0.2], [0.0, 0.4, 0.7], [-0.1, 0.1, 0.2], [0.1, 0.2, 0.1], [-1.0, -0.4, 0.3], [0.6, -0.7, 0.9], [-0.4, -0.3, -0.5], [-0.5, -0.6, 0.4], [-0.2, -0.1, -0.1], [0.3, 0.2, -0.5], [0.5, 0.2, 0.2], [-0.3, -0.2, -0.5], [0.3, -0.4, 0.6], [0.8, 1.2, 0.0], [-0.5, -0.3, -0.4], [0.3, 0.1, -0.3], [-0.3, 0.1, -0.9], [0.8, 0.0, 0.7], [0.8, 0.9, 0.1], [-0.9, -0.7, 0.6], [0.8, 0.4, 0.2], [-0.3, 0.1, 0.1], [-0.3, -0.3, 0.3], [-0.4, -0.2, -0.4], [0.0, -0.1, -0.1]], "lowdin_charge": [1.62, -0.33, 0.53, -0.35, -0.17, -0.26, -0.03, -0.08, -0.07, -0.17, -0.02, -0.03, -0.14, 0.05, -0.19, -0.27, -0.08, -0.10, -0.10, -0.08, -0.06, 0.09, 0.10, 0.09, 0.11, 0.10, 0.07, 0.11, 0.09, 0.09, 0.10, 0.09, -0.36, 1.42, -0.37, -0.39, -0.39, -0.39, -0.35, 0.98, -0.78, -0.17, -0.06, -0.06, -0.15, -0.04, 0.10, 0.11, 0.11, 0.05, -0.54, -0.21, 0.45, -0.22, -0.23, 0.71, 0.40, -0.21, -0.22, -0.22, 0.40, -0.23, -0.23, -0.24, 0.00, 0.01, -0.01, 0.02, 0.01, 0.02, 0.01, 0.01, 0.00, 0.02, 0.00, 0.04, 0.00, 0.01, 0.00, 0.00, 0.01, 0.04, 0.01, 0.02, -0.01, 0.00, 0.00, 0.02, 0.02, 0.02, 0.02, -0.09, -0.47, -0.62, -0.19, 0.04, 0.08, 0.09, -0.02, 0.06, 0.01, -0.13, -0.11, -0.16, -0.23, -0.20, -0.15, 0.09, 0.09, 0.08, 0.07, 0.09], "gap_ev": 5.9622, "multiplicity": 1, "homo_energy_ev": -2.280, "relative_energy_ev": 0.000, "total_charge": -2, "total_energy_ev": -209154.9354}



Record 2
{"formula": "C38H54AuClN8O4", "method": "wB97M-V/def2-TZVPD", "species": ["Au", "C", "N", "C", "C", "N", "C", "C", "C", "C", "C", "C", "C", "C", "C", "N", "C", "N", "C", "C", "N", "C", "C", "C", "N", "C", "C", "H", "H", "H", "H", "H", "H", "H", "H", "H", "H", "H", "H", "H", "H", "H", "H", "H", "H", "H", "H", "H", "H", "H", "H", "H", "H", "H", "H", "H", "H", "C", "C", "C", "C", "C", "C", "C", "N", "C", "C", "C", "C", "C", "C", "C", "N", "C", "C", "C", "C", "H", "H", "H", "H", "H", "H", "H", "H", "H", "H", "H", "H", "H", "H", "H", "H", "H", "H", "H", "H", "H", "H", "H", "H", "O", "Cl", "O", "O", "O"], "xyz": [[-0.30259, -0.02368, 0.17149], [-3.90735, -2.04485, -3.82284], [-2.90406, -2.19076, -2.77321], [-2.29290, -3.50259, -2.70613], [-2.56139, -1.15455, -1.96572], [-1.27209, -0.97416, -1.57076], [-0.23830, -1.35276, -2.40168], [-0.34153, -1.05819, -3.78369], [0.69130, -1.27798, -4.66543], [1.87730, -1.82949, -4.20578], [2.03353, -2.16290, -2.84959], [3.23663, -2.77319, -2.45654], [3.42582, -3.18527, -1.14616], [2.41661, -3.00855, -0.22768], [1.19303, -2.38197, -0.56021], [0.26444, -2.16281, 0.43223], [-0.05646, -3.14946, 1.30956], [-0.62070, -2.89174, 2.49048], [-1.70400, -3.73024, 3.01536], [-0.30778, -1.72020, 3.29609], [0.13228, -4.46100, 1.01220], [0.15654, -5.04270, -0.31794], [0.43504, -5.43138, 2.06291], [0.98160, -1.92869, -1.90602], [-3.54305, -0.35575, -1.56353], [-3.34591, 1.05372, -1.24723], [-4.88952, -0.87697, -1.30116], [-3.47975, -2.41789, -4.75593], [-4.17254, -0.99971, -3.95290], [-4.80951, -2.61829, -3.60561], [-3.07939, -4.25870, -2.69738], [-1.73474, -3.58133, -1.78239], [-1.63319, -3.69556, -3.55581], [-1.25157, -0.58829, -4.13250], [0.58315, -1.00327, -5.70583], [2.69638, -2.01696, -4.88742], [4.01131, -2.92378, -3.19668], [4.36140, -3.63575, -0.84382], [2.56499, -3.31086, 0.80112], [-1.39977, -4.25162, 3.92348], [-2.01824, -4.45132, 2.26725], [-2.54246, -3.07190, 3.23903], [0.70874, -1.79188, 3.68326], [-0.99818, -1.69343, 4.13205], [-0.44307, -0.79325, 2.75063], [-0.15006, -4.31679, -1.05739], [-0.53140, -5.88923, -0.34662], [1.15581, -5.40043, -0.57539], [0.64643, -4.92668, 2.99993], [1.31875, -5.99591, 1.75963], [-0.38565, -6.13424, 2.21183], [-3.09660, 1.61019, -2.15054], [-2.58549, 1.20011, -0.48560], [-4.27468, 1.44165, -0.84289], [-4.88315, -1.96143, -1.32638], [-5.61079, -0.49515, -2.02434], [-5.17341, -0.55446, -0.30160], [3.54835, 2.28848, 5.82028], [2.66258, 3.15493, 4.92563], [1.47323, 3.66941, 5.75116], [3.48658, 4.34332, 4.40421], [2.13431, 2.37927, 3.73000], [2.53285, 1.08085, 3.42607], [1.96895, 0.42988, 2.34714], [1.06441, 0.99911, 1.55802], [0.73410, 2.28572, 1.76633], [1.23358, 2.97986, 2.84741], [-0.06185, 2.91589, 0.68283], [-0.39225, 4.25405, 0.65824], [-0.97406, 4.82706, -0.47510], [-1.15138, 3.99227, -1.57468], [-0.83283, 2.65273, -1.47185], [-0.33205, 2.11693, -0.36414], [-1.34062, 6.30228, -0.48140], [-2.06957, 6.70240, -1.76379], [-2.25071, 6.59700, 0.72083], [-0.04438, 7.12064, -0.36541], [3.86314, 2.87230, 6.68447], [4.45249, 1.95890, 5.30504], [3.01424, 1.41227, 6.19320], [1.84442, 4.18790, 6.63512], [0.83553, 2.84829, 6.08237], [0.85819, 4.37544, 5.19215], [3.88146, 4.90974, 5.24794], [2.88152, 5.02259, 3.80172], [4.32889, 4.00466, 3.79878], [3.26499, 0.56218, 4.02639], [2.24175, -0.58815, 2.10145], [0.93656, 4.00566, 3.00492], [-0.18550, 4.86972, 1.52055], [-1.54906, 4.36603, -2.50615], [-0.98563, 1.97465, -2.30208], [-2.98301, 6.12214, -1.90893], [-1.43640, 6.59181, -2.64606], [-2.35481, 7.75185, -1.70022], [-3.14977, 5.97909, 0.69899], [-2.55767, 7.64246, 0.69365], [-1.74444, 6.43013, 1.67217], [0.62724, 6.91733, -1.20107], [0.48769, 6.90670, 0.56287], [-0.28396, 8.18424, -0.37389], [-4.38815, 0.51596, 1.78386], [-3.14809, -0.09332, 2.14936], [-3.17457, -0.56637, 3.49731], [-2.85025, -1.19876, 1.24351], [-2.06304, 0.88399, 1.99295]], "forces_ev_per_angstrom": [[0.2, 0.1, 0.0], [0.0, 0.0, 0.1], [0.1, 0.1, -0.1], [0.1, 0.0, 0.1], [-0.1, 0.0, 0.0], [0.2, -0.1, -0.1], [-0.1, 0.0, 0.0], [-0.1, -0.1, 0.0], [0.0, 0.0, 0.0], [0.0, 0.0, 0.0], [0.0, 0.0, 0.0], [0.0, 0.0, 0.0], [0.0, 0.0, 0.0], [0.0, 0.0, 0.0], [0.1, 0.0, 0.0], [-0.1, -0.1, 0.1], [-0.1, -0.1, -0.1], [-0.1, 0.0, 0.0], [0.0, 0.0, 0.0], [0.1, 0.1, 0.0], [0.1, 0.0, 0.0], [-0.1, 0.0, 0.0], [0.0, 0.0, 0.0], [0.0, 0.0, 0.0], [0.0, 0.0, 0.0], [0.0, -0.1, 0.1], [0.0, 0.0, 0.0], [0.0, 0.0, 0.0], [0.0, 0.0, 0.0], [0.0, 0.0, 0.0], [0.0, 0.0, 0.0], [0.0, 0.0, 0.1], [0.0, 0.0, 0.0], [0.0, 0.0, 0.0], [0.0, 0.0, 0.0], [0.0, 0.0, 0.0], [0.0, 0.0, 0.0], [0.0, 0.0, 0.0], [0.0, 0.0, 0.0], [0.0, 0.0, 0.0], [0.0, 0.0, 0.0], [0.0, 0.0, 0.0], [0.1, 0.0, 0.0], [0.0, 0.0, 0.0], [0.0, 0.1, 0.0], [0.0, 0.0, -0.1], [0.0, 0.0, 0.0], [0.0, 0.0, 0.0], [0.0, 0.0, 0.0], [0.0, 0.0, 0.0], [0.0, 0.0, 0.0], [-0.1, 0.0, 0.0], [-0.1, -0.1, 0.0], [0.0, 0.0, 0.0], [0.0, 0.0, 0.0], [0.0, 0.0, 0.0], [0.0, 0.0, 0.0], [0.0, 0.0, 0.0], [0.0, 0.0, 0.0], [0.0, 0.0, 0.0], [0.0, 0.0, 0.0], [0.0, 0.0, 0.0], [0.0, 0.0, 0.0], [0.0, -0.1, 0.0], [-0.1, 0.0, 0.0], [0.0, 0.0, 0.0], [0.0, 0.0, 0.0], [0.0, 0.0, 0.0], [0.0, 0.0, 0.0], [0.0, 0.0, 0.0], [0.0, 0.0, 0.0], [0.2, 0.1, -0.1], [-0.1, 0.0, 0.1], [0.0, 0.0, 0.0], [0.0, 0.0, 0.0], [0.0, 0.0, 0.0], [0.0, 0.0, 0.0], [0.0, 0.0, 0.0], [0.0, 0.0, 0.0], [0.0, 0.0, 0.0], [0.0, 0.0, 0.0], [0.0, 0.0, 0.0], [0.0, 0.0, 0.0], [0.0, 0.0, 0.0], [0.0, 0.0, 0.0], [0.0, 0.0, 0.0], [0.0, 0.0, 0.0], [0.0, 0.0, 0.0], [0.0, 0.0, 0.0], [0.0, 0.0, 0.0], [0.0, 0.0, 0.0], [0.0, 0.0, 0.0], [0.0, 0.0, 0.0], [0.0, 0.0, 0.0], [0.0, 0.0, 0.0], [0.0, 0.0, 0.0], [0.0, 0.0, 0.0], [0.0, 0.0, 0.0], [0.0, 0.0, 0.0], [0.0, 0.0, 0.0], [0.0, 0.0, 0.0], [0.0, 0.0, -0.1], [0.1, 0.1, -0.1], [0.0, 0.0, 0.0], [0.0, -0.1, 0.0], [0.0, 0.0, 0.0]], "mulliken_spin": [0.50, 0.00, 0.03, 0.00, -0.01, 0.18, 0.09, 0.09, 0.00, 0.23, -0.09, 0.22, 0.00, 0.10, 0.07, 0.17, 0.00, 0.02, 0.00, -0.01, 0.03, 0.00, 0.00, 0.06, 0.02, 0.00, 0.00, 0.00, 0.00, 0.00, 0.00, 0.00, 0.00, 0.00, 0.00, 0.00, 0.00, 0.00, 0.00, 0.00, 0.00, 0.00, 0.00, 0.00, 0.01, 0.00, 0.00, 0.01, 0.00, 0.00, 0.00, 0.00, 0.00, 0.00, 0.00, 0.00, 0.00, 0.00, 0.00, 0.00, 0.00, 0.00, 0.01, -0.01, 0.12, 0.01, 0.00, 0.00, 0.00, 0.00, 0.00, 0.00, 0.12, 0.00, 0.00, 0.00, 0.00, 0.00, 0.00, 0.00, 0.00, 0.00, 0.00, 0.00, 0.00, 0.00, 0.00, 0.00, 0.00, 0.00, 0.00, 0.00, 0.00, 0.00, 0.00, 0.00, 0.00, 0.00, 0.00, 0.00, 0.00, 0.00, 0.00, 0.00, 0.00, 0.00], "gap_ev": [7.4724, 5.4538], "multiplicity": 3, "homo_energy_ev": [-13.056, -13.738], "relative_energy_ev": 0.000, "total_charge": 2, "total_energy_ev": -76587.1470}